Entry 1:
{"formula": "C3H11NS", "method": "ωB97M-V with the def2-TZVPD basis set", "elements": ["H", "C", "C", "H", "H", "H", "H", "H", "S", "H", "H", "H", "H", "C", "N", "H"], "positions_angstrom": [[0.505079, 2.953467, -0.926884], [0.241851, 2.007297, -1.410792], [1.646685, 0.823088, 0.385191], [0.982639, -1.057787, -1.067076], [1.782232, 1.746443, 0.961832], [0.846653, 1.857268, -2.307331], [-0.797362, 2.077899, -1.737533], [-2.243262, -0.627993, -0.023462], [-1.156256, -1.526088, 1.299380], [1.643341, -0.002927, 1.102619], [-2.001882, -2.555632, 1.181329], [-0.526588, -0.951415, -0.673994], [-0.414461, 0.879704, 0.302139], [0.383076, 0.840757, -0.456554], [0.191087, -0.433410, -1.204818], [2.566137, 0.698246, -0.202135]], "forces_ev_per_angstrom": [[0.0, -0.1, -0.1], [-0.1, 0.3, 0.1], [0.9, 0.2, 0.1], [0.3, 0.3, -0.2], [-0.2, -0.1, -0.1], [0.1, 0.0, 0.1], [0.0, 0.0, -0.1], [2.2, -1.9, 3.0], [-2.9, 1.7, -2.2], [-0.2, 0.0, -0.1], [0.0, -0.1, 0.1], [0.7, 0.4, -1.1], [-0.1, 0.3, -0.3], [0.0, -0.8, 0.3], [-0.4, -0.3, 0.7], [-0.2, 0.0, -0.2]], "relative_energy_kcal_mol": 58.7, "gap_ha": 0.2896, "homo_energy_ev": -9.1}

=====

Entry 2:
{"formula": "C4H14N3S", "method": "ωB97M-V with the def2-TZVPD basis set", "elements": ["H", "N", "C", "H", "H", "H", "H", "S", "H", "C", "H", "H", "H", "N", "N", "C", "H", "H", "H", "H", "C", "H"], "positions_angstrom": [[0.141826, 0.773452, -1.285125], [-0.360648, 1.325656, -0.629212], [-0.532548, -1.843595, -0.965983], [1.905630, 0.442909, 0.231747], [3.586679, 1.730920, 1.275439], [-0.997858, -1.143806, -1.695193], [-1.116412, -2.581879, 0.971573], [-0.732169, -3.425216, -1.874836], [0.499987, -1.598918, -0.719715], [-1.411663, -1.788362, 0.275356], [-0.986465, 0.387072, 0.353073], [-0.123015, -2.994938, -2.942103], [-0.614417, -0.501300, 1.736422], [-1.292773, -0.443525, 1.006418], [2.647242, 2.076864, 1.450498], [0.552445, 2.108763, 0.157205], [2.581004, 3.085493, 1.379857], [0.231962, 3.121529, 0.485156], [-2.448311, -1.859007, -0.022723], [-1.056621, 1.841081, -1.118366], [1.737808, 1.517911, 0.513264], [-2.211683, -0.231105, 1.417248]], "forces_ev_per_angstrom": [[0.3, -0.5, -0.7], [0.3, 0.9, 0.5], [-1.1, 0.8, -0.7], [0.0, 1.3, 0.2], [-0.1, 0.4, 0.2], [0.8, 0.0, 0.6], [-0.3, 0.2, 0.0], [-0.3, -0.6, 1.3], [0.0, -0.1, -0.2], [0.8, 0.5, 0.2], [-0.4, -0.7, 0.0], [0.5, 0.3, -0.9], [1.0, -0.3, 1.3], [-0.6, -1.2, -1.5], [-0.4, -0.4, -1.1], [1.8, -0.4, 0.3], [0.5, -0.1, 0.3], [0.3, -1.0, -0.3], [-0.3, -0.2, 0.1], [-0.5, 0.6, -0.4], [-1.7, 0.2, 0.4], [-0.6, 0.3, 0.4]], "relative_energy_kcal_mol": 56.7, "gap_ha": [0.1254, 0.3237], "homo_energy_ev": [-2.8, -8.3], "multiplicity": 2}

=====

Entry 3:
{"formula": "C4H10N2O", "method": "ωB97M-V with the def2-TZVPD basis set", "elements": ["H", "O", "C", "H", "H", "H", "H", "N", "H", "H", "C", "H", "C", "C", "H", "N", "H"], "positions_angstrom": [[-1.394922, -0.820730, 1.865624], [-0.633318, -0.779986, -2.041746], [2.042027, 0.079439, 0.178047], [-0.666357, -1.986425, 0.746794], [1.838390, -0.264293, -1.917052], [1.457417, 0.733807, 0.817764], [-2.247261, -1.260675, 0.330990], [-0.545934, -0.016395, 0.175698], [2.154558, -0.867144, 0.722794], [3.029006, 0.507527, 0.004095], [-1.275516, -1.077649, 0.807676], [-2.146644, 1.254651, -0.361266], [-0.003286, -0.355269, -1.089990], [-1.163697, 1.286684, 0.128832], [-1.258690, 1.681250, 1.144554], [1.326379, -0.077108, -1.073356], [-0.512157, 1.962318, -0.439450]], "forces_ev_per_angstrom": [[-0.2, -0.1, -0.1], [0.4, 0.1, 0.4], [0.2, 0.1, 0.3], [-0.2, 0.0, 0.1], [0.0, -0.1, -0.1], [0.4, 0.1, 0.0], [0.0, -0.1, 0.2], [0.0, 0.0, -0.1], [0.1, 0.1, -0.2], [-0.1, 0.0, -0.1], [-0.2, -0.1, 0.1], [0.0, 0.1, 0.1], [0.1, 0.0, -0.2], [-0.2, 0.2, 0.1], [-0.1, 0.0, -0.1], [0.1, -0.2, -0.4], [-0.2, -0.1, 0.1]], "relative_energy_kcal_mol": 30.0, "gap_ha": 0.3537, "homo_energy_ev": -8.8, "smiles": "CNC(=O)N(C)C"}

=====

Entry 4:
{"formula": "C16H17Cl4O6", "method": "ωB97M-V with the def2-TZVPD basis set", "elements": ["C", "C", "C", "H", "C", "H", "C", "H", "H", "H", "Cl", "C", "H", "H", "H", "C", "O", "H", "O", "C", "C", "C", "C", "O", "Cl", "Cl", "C", "C", "C", "O", "C", "O", "H", "Cl", "H", "H", "H", "O", "C", "H", "H", "H", "H"], "positions_angstrom": [[1.013588, -0.218611, -0.101732], [-2.191260, 1.217294, -2.210829], [0.018776, 3.376641, 2.466886], [-2.471822, 0.358008, -2.843996], [-1.336722, -0.178247, -0.452883], [2.774954, -0.197228, -2.439592], [1.239632, 2.521413, 2.282262], [3.822883, -1.787823, -0.018801], [-1.171334, -2.890158, -1.302143], [-0.689125, 2.028230, -3.518949], [2.641550, 0.307280, 2.277339], [3.337759, -1.034308, -1.997035], [-3.072236, 1.551548, -1.639110], [-1.680174, -3.672814, 1.523327], [-2.547928, -2.346409, 0.716676], [-1.247148, 2.603566, 2.181449], [1.881691, -1.243802, -0.058660], [-1.800147, -2.090657, 2.325693], [1.329696, 0.850534, -0.601226], [-1.606699, 2.353868, -3.009059], [3.236530, -0.990193, -0.494180], [-1.310436, 1.277233, 1.845243], [-0.425172, -2.197715, 0.671331], [-0.151048, -0.546077, 2.958988], [2.712303, 3.397352, 2.316833], [-2.624532, 3.598796, 2.081255], [-0.117172, 0.335955, 2.032311], [1.192970, 1.182627, 2.015043], [-0.308026, -0.596035, 0.559703], [-2.371388, -0.862605, -0.640220], [-0.346927, -3.027435, -0.608964], [0.048555, 4.593774, 2.735750], [3.573763, -0.016041, -0.126479], [-2.864509, 0.554861, 1.881347], [0.597505, -2.941033, -1.137246], [2.953644, -1.991684, -2.384091], [-2.304729, 2.727998, -3.764462], [-1.107015, 0.888716, -1.267815], [-1.706085, -2.590413, 1.362862], [-0.400621, -4.078704, -0.285780], [0.427140, -2.488029, 1.285594], [-1.348921, 3.189991, -2.343278], [4.398216, -0.929679, -2.273344]], "forces_ev_per_angstrom": [[0.6, 0.1, -1.0], [0.4, 0.0, 0.6], [0.1, 0.9, -0.7], [0.3, 0.2, 0.5], [-3.2, -1.4, -1.6], [0.2, -0.4, 0.1], [-0.8, -0.5, -0.5], [-0.1, 0.2, -0.1], [-0.1, 0.3, 0.0], [-0.2, 0.1, 0.1], [0.1, -0.2, 0.1], [0.1, 0.0, -0.4], [0.3, -0.3, -0.1], [-0.1, 0.0, 0.1], [0.0, -0.2, 0.4], [0.7, -0.5, -0.9], [0.7, -0.1, -0.1], [0.0, -0.1, -0.1], [-0.2, -0.8, 0.6], [0.3, 0.4, -0.2], [-0.3, 0.1, 0.1], [0.1, 2.0, 2.8], [0.1, 1.2, 0.8], [0.0, 0.8, 0.9], [0.4, 0.1, 0.3], [-0.7, 0.5, 0.2], [-0.7, -1.6, -0.8], [-0.4, 1.5, 1.7], [1.8, -0.1, -3.0], [2.2, 2.0, -0.2], [0.4, -0.4, -0.1], [-0.1, -3.1, -0.4], [-0.1, -0.2, 0.0], [0.0, -0.1, -0.1], [0.1, 0.2, -0.1], [0.1, 0.3, 0.0], [0.0, -0.1, 0.1], [-1.0, -0.5, 0.4], [-0.4, -0.4, 0.6], [0.0, 0.2, 0.0], [-0.1, 0.1, 0.1], [0.0, -0.3, -0.2], [-0.3, -0.1, -0.1]], "relative_energy_kcal_mol": 2.4, "gap_ha": 0.2691, "homo_energy_ev": -5.0, "charge": -1, "smiles": "CCOC(=O)C(C(=O)OCC)(C(C)C)C1([O-])C(Cl)=C(Cl)C(=O)C(Cl)=C1Cl"}

=====

Entry 5:
{"formula": "C6H9NO", "method": "ωB97M-V with the def2-TZVPD basis set", "elements": ["C", "H", "O", "H", "C", "H", "N", "H", "H", "H", "C", "H", "H", "H", "C", "C", "C"], "positions_angstrom": [[-1.861613, -1.170421, 0.713273], [-1.324436, -2.105140, 0.533498], [0.969865, -1.900079, -0.119012], [2.827297, -0.704206, -1.300719], [1.117446, -0.699395, -0.206848], [0.567373, 0.545145, 1.780764], [2.280317, -0.119758, -0.684862], [2.820700, 0.458069, -0.059418], [0.918375, 1.926093, -0.911433], [-1.612684, 0.847819, -1.701150], [0.099460, 1.623602, -0.263122], [-0.319038, 2.521578, 0.194052], [-2.062458, -1.092181, 1.782293], [-2.796644, -1.202789, 0.156547], [-1.007547, -0.056961, 0.255334], [0.291545, 0.452174, 0.734623], [-0.907959, 0.676450, -0.903820]], "forces_ev_per_angstrom": [[0.0, -0.1, -0.1], [0.0, 0.0, 0.1], [-0.9, 0.6, -1.1], [0.1, -0.1, 0.2], [2.4, 1.1, 4.8], [0.2, -0.1, 0.0], [-0.2, -0.3, -1.4], [-0.4, 0.2, -0.1], [0.3, 0.0, 0.3], [0.1, -0.2, -0.3], [0.4, 0.0, -0.7], [-0.2, -0.2, 0.1], [-0.1, 0.0, 0.0], [-0.1, 0.0, 0.1], [-1.2, 0.3, -2.3], [1.5, -1.8, -1.8], [-2.0, 0.8, 2.1]], "relative_energy_kcal_mol": 63.0, "gap_ha": 0.3392, "homo_energy_ev": -8.4}

=====

Entry 6:
{"formula": "C40H28IN6PRu", "method": "ωB97M-V with the def2-TZVPD basis set", "elements": ["C", "H", "C", "C", "C", "C", "C", "N", "N", "N", "H", "H", "C", "C", "C", "H", "I", "C", "H", "H", "C", "C", "N", "H", "C", "H", "C", "H", "H", "N", "H", "C", "H", "C", "H", "H", "C", "H", "C", "N", "C", "H", "C", "C", "C", "H", "H", "C", "C", "C", "C", "C", "Ru", "C", "H", "H", "H", "H", "C", "H", "C", "H", "H", "C", "H", "C", "C", "C", "C", "C", "C", "H", "C", "C", "C", "P", "H"], "positions_angstrom": [[0.429460, 2.628724, -2.251066], [3.367402, 1.079602, -0.513402], [-3.338036, -7.168523, 2.057572], [0.946550, -2.055073, -1.068667], [-2.229345, -1.716359, 0.590263], [0.791905, 4.763140, 3.736087], [2.873038, -1.260145, -2.762447], [-5.030744, 0.600837, 1.324486], [2.955921, -2.499757, -2.263170], [-2.942933, -8.096135, 1.212421], [0.081971, 5.224298, 4.405591], [2.501349, 5.623295, 4.693387], [1.256266, 3.410953, 1.807766], [-1.640018, 1.603577, -2.971943], [-2.137597, -5.474173, 0.866680], [-3.294544, -5.113560, 2.654753], [-1.161857, 4.927476, -0.241076], [2.150636, 4.977167, 3.904777], [1.837953, 0.616985, -2.769423], [-4.810384, -1.397489, 1.638682], [-4.334993, -0.497215, 1.274253], [1.750848, 3.983349, -3.768195], [0.907140, -0.760237, -1.529521], [1.922966, 4.366360, -4.764110], [-3.024713, -0.536084, 0.757053], [0.215112, 0.510088, 2.360648], [2.891086, 0.491157, 0.261356], [2.088670, -3.885362, -1.048838], [3.478613, 4.900896, -2.932273], [-1.022338, -1.466927, 0.028366], [3.039174, 4.126446, -0.643758], [0.341263, 3.971027, 2.693971], [-1.123121, -6.246762, -0.874399], [-1.734028, -6.477305, -0.016118], [3.644403, -0.970321, -3.456278], [-3.586456, -3.231827, 1.297477], [1.114777, 0.141143, 1.864965], [-0.260333, 3.392496, -5.497079], [1.869426, -0.393398, -2.382361], [-2.454423, 0.647162, 0.328773], [2.880456, -1.460643, 1.670045], [-2.247116, 2.039401, -4.987058], [-0.177349, -2.472322, -0.276939], [-2.608807, -3.034489, 0.895836], [-3.180636, 1.758601, 0.408185], [-1.876987, -8.578301, -0.461405], [-2.535433, 1.020677, -2.767009], [-1.486289, 2.187622, -4.237292], [2.013779, -2.884578, -1.446144], [1.722352, -1.023651, 2.294279], [3.061720, 4.357719, 3.063484], [1.689115, 0.904141, 0.833848], [-0.556052, 0.401256, -0.533914], [-0.678355, 1.785830, -1.999850], [3.333446, 3.074658, 1.373244], [-0.719491, 3.799729, 2.565130], [4.121302, 4.493529, 3.210368], [1.289933, -1.593127, 3.102446], [1.312770, 2.983446, -1.194441], [4.373264, -1.047580, 0.196514], [-0.376358, 2.941173, -4.523547], [3.323008, -2.396840, 1.967390], [0.220376, -4.580573, -0.126870], [-2.163014, -7.774594, 0.202598], [-5.077911, 2.627237, 0.929064], [3.469066, -0.700536, 0.671979], [2.619027, 4.273396, -2.746349], [-1.730234, -4.081988, 0.636727], [0.609123, 3.185108, -3.543201], [-0.485662, -3.793128, 0.066191], [-2.962659, -5.840312, 1.931845], [-2.719015, 2.685027, 0.083464], [2.621193, 3.566160, 2.020197], [2.385434, 3.808372, -1.442340], [-4.473452, 1.738303, 0.891405], [0.663037, 2.392371, 0.409421], [-3.983647, -7.500616, 2.857499]], "forces_ev_per_angstrom": [[0.2, 0.3, -0.3], [-0.1, 0.1, 0.0], [0.0, 0.4, 0.1], [1.5, 1.2, -1.3], [1.1, -1.5, -0.1], [0.0, 0.0, 0.0], [0.1, -0.8, 0.3], [-0.7, 1.4, 0.1], [0.6, 0.6, -0.8], [-0.3, -1.0, 0.1], [-0.1, 0.0, 0.1], [0.0, 0.0, 0.1], [-1.0, -0.2, 0.3], [0.1, -0.1, 0.8], [-0.2, -0.6, 0.1], [0.0, 0.1, 0.1], [-0.1, -0.4, 0.2], [-0.1, 0.0, 0.0], [-0.1, 0.1, 0.1], [0.0, -0.1, 0.0], [1.5, -0.8, -0.5], [0.2, 0.1, 0.2], [0.9, -1.1, -0.1], [0.0, 0.1, 0.0], [-1.1, 2.1, 0.1], [0.2, -0.1, 0.0], [0.1, -0.2, 0.1], [0.0, -0.2, 0.1], [0.0, 0.0, 0.0], [-0.5, -1.7, -0.1], [0.0, 0.1, 0.1], [0.0, 0.0, 0.0], [0.1, 0.0, -0.1], [0.0, 0.3, 0.1], [0.1, 0.2, -0.1], [-0.2, -0.1, 0.0], [-0.1, 0.3, -0.1], [0.0, 0.0, -0.1], [-0.4, 0.2, 0.0], [-0.2, -0.9, 0.4], [-0.3, -0.1, 0.3], [-0.1, 0.0, -0.1], [-1.4, -0.9, 1.0], [0.4, 0.9, -0.2], [0.3, 0.2, -0.2], [0.1, 0.0, -0.1], [0.1, -0.1, 0.0], [0.4, 0.5, -0.3], [-1.1, 0.2, 0.6], [0.1, -0.3, -0.1], [0.1, 0.1, 0.0], [-0.6, 0.3, 0.3], [-0.9, 2.0, 1.8], [0.1, -0.5, -0.5], [0.1, 0.0, 0.0], [0.0, 0.1, -0.1], [0.1, 0.1, 0.0], [0.0, -0.1, 0.1], [0.1, 0.1, 0.0], [0.2, 0.0, 0.0], [-0.3, -0.2, -0.1], [0.2, -0.1, 0.1], [0.1, -0.2, -0.1], [0.2, 0.3, -0.2], [0.0, 0.2, 0.0], [0.0, 0.3, -0.3], [-0.1, 0.0, -0.4], [0.2, 0.3, -0.1], [-0.1, -0.2, 0.5], [0.0, 0.9, -0.1], [0.1, 0.2, -0.2], [0.2, 0.1, -0.1], [-0.1, -0.2, -0.2], [-0.3, -0.4, 0.4], [-0.3, -1.0, 0.3], [0.9, -0.3, -1.8], [0.0, 0.1, 0.1]], "gap_ha": [0.1661, 0.1766], "homo_energy_ev": [-9.6, -9.8], "multiplicity": 2, "charge": 1}

=====

Number 1: F_max 4.147 eV Å⁻¹. Number 2: F_max 2.023 eV Å⁻¹. Number 3: F_max 0.553 eV Å⁻¹. Number 4: F_max 3.801 eV Å⁻¹. Number 5: F_max 5.536 eV Å⁻¹. Number 6: F_max 2.782 eV Å⁻¹.